No. 1
Here is a cluster of 23 separate species, C6H58BNO25 in total from the Open Molecules 2025 dataset. Energies are from ωB97M-V/def2-TZVPD.

Last column: Mulliken charge in e.
Cartesian coordinates (Å):
C1 -0.815 1.355 -2.964  -0.695
C2 -0.424 0.838 -1.579  0.362
C3 -1.092 1.590 -0.448  -0.679
O1 -0.634 2.932 -0.262  -0.448
C4 0.699 3.074 0.016  0.426
O2 1.267 4.042 -0.424  -0.561
B1 1.558 2.063 0.955  0.702
O3 1.474 0.685 0.878  -0.525
N1 2.508 2.688 1.857  0.007
C5 2.533 1.996 3.157  -0.768
C6 3.848 2.712 1.250  -0.850
H1 -0.638 0.588 -3.704  0.139
H2 -0.275 2.262 -3.226  0.315
H3 -1.887 1.523 -2.960  0.041
H4 -0.815 -0.185 -1.533  -0.219
H5 0.653 0.768 -1.434  0.398
H6 -1.088 1.007 0.472  0.126
H7 -2.147 1.676 -0.715  0.530
H8 0.683 0.304 1.289  0.320
H9 3.310 2.464 3.761  0.348
H10 2.792 0.939 3.035  0.200
H11 1.595 2.163 3.682  0.284
H12 4.221 1.699 1.051  0.253
H13 3.847 3.323 0.352  0.179
H14 4.512 3.197 1.961  0.303
O4 0.099 1.827 5.242  -0.597
H15 -0.072 1.529 6.148  0.302
H16 -0.776 1.893 4.848  0.273
O5 -0.865 -0.966 1.206  -0.518
H17 -0.467 -1.686 0.705  0.243
H18 -1.546 -1.392 1.746  0.207
O6 -3.627 -1.448 1.879  -0.643
H19 -4.054 -0.604 1.692  0.304
H20 -4.257 -2.108 1.568  0.315
O7 -0.668 1.369 8.007  -0.621
H21 -0.527 0.800 8.771  0.311
H22 -1.266 2.052 8.323  0.276
O8 -2.793 3.148 -5.175  -0.612
H23 -2.893 3.746 -4.428  0.282
H24 -2.074 3.521 -5.706  0.305
O9 -2.528 0.321 -4.995  -0.379
H25 -2.975 1.173 -5.150  0.234
H26 -3.157 -0.331 -5.325  0.217
O10 -1.553 -1.257 8.873  -0.608
H27 -1.070 -1.827 8.266  0.312
H28 -2.193 -1.841 9.291  0.305
O11 -1.436 3.205 -7.715  -0.625
H29 -1.875 2.380 -7.948  0.298
H30 -1.230 3.606 -8.565  0.312
O12 4.943 4.024 -1.886  -0.627
H31 5.118 3.864 -2.818  0.299
H32 4.132 4.546 -1.880  0.315
O13 -4.671 -3.160 4.238  -0.628
H33 -4.194 -2.589 3.625  0.375
H34 -5.068 -3.836 3.674  0.304
O14 -4.898 -5.591 2.423  -0.626
H35 -5.609 -5.688 1.782  0.296
H36 -4.227 -6.224 2.139  0.332
O15 5.448 0.806 4.068  -0.572
H37 5.936 0.223 3.478  0.292
H38 4.795 0.232 4.477  0.283
O16 -4.335 0.320 -1.744  -0.642
H39 -4.456 0.933 -2.477  0.318
H40 -3.440 -0.019 -1.864  0.308
O17 6.777 -1.764 4.865  -0.658
H41 6.584 -1.304 5.688  0.323
H42 7.531 -1.287 4.502  0.323
O18 -0.102 0.762 -6.713  -0.616
H43 0.550 0.286 -6.188  0.278
H44 -0.944 0.594 -6.260  0.347
O19 -1.115 -2.693 -2.293  -0.636
H45 -1.232 -2.067 -3.019  0.254
H46 -0.229 -3.044 -2.431  0.315
O20 6.895 3.295 3.105  -0.638
H47 7.385 2.732 2.500  0.297
H48 6.245 2.707 3.512  0.302
O21 -0.877 -2.111 -5.849  -0.555
H49 -1.310 -2.942 -6.074  0.295
H50 -0.676 -1.707 -6.702  0.294
O22 -6.041 -1.523 -3.194  -0.632
H51 -5.517 -2.176 -3.667  0.291
H52 -5.483 -1.257 -2.447  0.338
O23 -0.964 0.922 -9.555  -0.646
H53 -0.451 0.276 -10.049  0.285
H54 -0.403 1.135 -8.793  0.331
O24 7.725 -4.847 4.433  -0.624
H55 7.225 -4.025 4.371  0.318
H56 7.181 -5.496 3.976  0.312
O25 -3.362 -8.128 1.315  -0.628
H57 -4.066 -8.248 0.669  0.313
H58 -2.679 -8.747 1.039  0.306

Output
E_HOMO: -8.03 eV
LUMO energy: -0.22 eV
HOMO-LUMO gap: 7.809 eV

***

No. 2
Here is a structure of composition C6H5As5CuF30NO2 in a non-equilibrium geometry from the Open Molecules 2025 dataset. Energies are from ωB97M-V/def2-TZVPD.

Last column: Mulliken spin population.
Cartesian coordinates (Å):
Cu1 -0.602 0.041 -0.584  0.911
As1 -4.498 0.629 -0.679  0.002
F1 -4.382 1.458 -2.275  0.002
F2 -4.923 -0.957 -1.355  0.001
F3 -4.648 -0.025 1.027  0.003
F4 -4.242 2.241 0.152  0.004
F5 -6.252 0.860 -0.522  0.000
F6 -2.752 0.367 -0.768  0.022
As2 2.749 1.002 1.623  0.003
F7 4.075 1.585 2.701  0.000
F8 3.325 1.697 0.001  0.001
F9 1.281 0.419 0.666  0.013
F10 1.955 0.290 3.096  0.002
F11 1.942 2.623 1.969  0.002
F12 3.657 -0.471 1.177  0.001
As3 -2.197 -2.981 1.246  -0.002
F13 -3.396 -4.049 0.347  0.000
F14 -2.438 -4.155 2.643  0.000
F15 -1.013 -2.027 2.153  0.000
F16 -2.036 -1.894 -0.195  0.002
F17 -3.474 -1.900 1.932  0.000
F18 -0.849 -4.022 0.686  0.000
As4 -1.701 1.580 3.051  0.001
F19 -1.265 0.847 1.488  0.010
F20 -0.635 0.555 4.092  0.000
F21 -2.404 2.362 4.544  0.000
F22 -2.706 2.683 2.027  0.002
F23 -3.006 0.230 3.284  0.002
F24 -0.503 2.950 2.940  0.000
As5 -0.343 4.122 -0.856  0.001
F25 1.282 3.743 -1.385  0.000
F26 -0.813 2.448 -0.612  0.010
F27 -2.054 4.334 -0.229  0.003
F28 -0.059 5.892 -0.752  0.000
F29 -0.882 4.187 -2.597  0.000
F30 0.229 4.102 0.997  0.001
C1 4.907 -2.170 -1.369  0.000
C2 4.630 -1.532 -2.590  0.000
C3 3.356 -1.641 -3.275  0.000
C4 2.274 -2.282 -2.629  -0.001
C5 2.543 -3.012 -1.453  0.000
C6 3.870 -2.972 -0.819  0.000
N1 0.867 -2.293 -3.156  0.000
O1 0.832 -2.340 -4.430  0.001
O2 -0.099 -2.041 -2.370  0.001
H1 5.841 -1.845 -0.934  0.000
H2 5.401 -1.018 -3.145  0.000
H3 3.321 -1.010 -4.150  0.000
H4 1.705 -3.433 -0.917  0.000
H5 4.132 -3.181 0.208  0.000

Output
Spin multiplicity: 2
Expectation value of S²: 0.7511
E_HOMO (alpha / beta): -3.72 / -3.71 eV
Net charge: -3
LUMO energy (alpha / beta): 3.46 / 0.73 eV
HOMO-LUMO gap (alpha / beta): 7.176 / 4.444 eV